Record 1
Below is a 10-piece molecular cluster, C16H36N8O20 overall in a non-equilibrium geometry, with properties calculated with wB97M-V/def2-TZVPD.

Structure (XYZ):
```
80
C16H36N8O20 wB97M-V/def2-TZVPD
C 15.9934 9.9808 -21.4677
N 15.6116 10.2898 -20.0739
O 14.4289 10.3963 -19.9061
O 16.5079 10.3321 -19.1984
H 15.0544 9.6563 -21.9160
H 16.7608 9.2198 -21.3257
H 16.4820 10.8949 -21.8051
C 17.8498 5.6287 -23.0572
N 16.6251 6.4587 -23.1006
O 16.1138 6.7700 -22.0246
O 16.3051 7.0249 -24.2068
H 17.8178 4.7179 -22.4592
H 18.5494 6.2538 -22.5024
H 18.1115 5.4377 -24.0979
C 21.9532 9.7634 -23.9514
N 20.7159 10.3536 -24.5574
O 19.6791 10.3215 -23.8975
O 20.8617 11.2130 -25.4168
H 21.7916 9.3240 -22.9670
H 22.6170 10.6149 -23.8021
H 22.3216 9.0296 -24.6683
C 20.9623 8.3294 -14.4615
N 21.7166 9.1578 -13.4985
O 22.6658 8.6251 -12.9312
O 21.4030 10.3853 -13.4745
H 21.6565 7.7804 -15.0978
H 20.2829 8.9312 -15.0651
H 20.3544 7.7116 -13.8004
C 16.1492 7.6760 -17.1137
N 15.7288 6.8364 -18.2763
O 16.6187 6.2591 -18.9006
O 14.5478 6.6901 -18.5262
H 16.8733 7.2162 -16.4411
H 15.2775 8.0086 -16.5502
H 16.5162 8.6683 -17.3759
C 19.6138 12.4456 -19.8470
N 20.5414 12.9308 -20.9054
O 21.3314 12.1248 -21.3662
O 20.4725 14.1331 -21.1630
H 18.6959 13.0286 -19.9222
H 20.0499 12.5735 -18.8563
H 19.5003 11.3619 -19.8774
C 17.5443 12.7330 -17.2121
N 18.1350 13.5068 -16.0877
O 18.0149 13.0747 -14.9353
O 18.7537 14.4842 -16.3992
H 18.0608 11.7734 -17.1898
H 17.7384 13.3970 -18.0545
H 16.4853 12.4980 -17.1055
C 24.9327 9.8462 -19.3972
N 25.1617 10.0703 -20.8374
O 25.8539 11.0464 -21.1646
O 24.4554 9.4131 -21.5668
H 25.7523 10.2491 -18.8022
H 24.9852 8.7579 -19.3675
H 23.9733 10.2278 -19.0479
O 18.8326 6.0461 -15.4960
C 19.8423 5.4383 -15.9022
O 20.3963 5.8039 -17.0270
C 21.4118 4.8734 -17.4379
C 21.2327 3.6379 -16.5712
C 20.6077 4.2721 -15.2714
H 22.3621 5.3899 -17.3027
H 21.2733 4.6260 -18.4904
H 22.2341 3.2118 -16.5102
H 20.5695 2.9051 -17.0309
H 21.3035 4.7024 -14.5511
H 20.0160 3.5589 -14.6976
O 19.3648 9.7165 -17.0571
C 19.6086 9.0146 -18.0383
O 18.6592 8.4195 -18.6822
C 19.0567 7.5015 -19.6343
C 20.4290 8.1226 -20.0074
C 20.9633 8.6714 -18.6854
H 18.5491 7.3917 -20.5927
H 19.1331 6.4495 -19.3593
H 20.2248 8.8979 -20.7459
H 20.9888 7.3799 -20.5758
H 21.5587 9.5820 -18.7529
H 21.4711 7.9138 -18.0885
```

Summary:
Highest occupied orbital energy (alpha / beta) (eV): -1.114 / -4.443
Calculated total energy (a.u.): -2573.29945
Net charge: -1
Orbital gap (alpha / beta) (eV): 2.19 / 5.52
<S²>: 0.754
2S+1: 2

Record 2
Below is C16H37Al2CaCl3IInKO14S2 as an isolated structure in a non-equilibrium geometry, with properties calculated with wB97M-V/def2-TZVPD.

Structure (XYZ):
```
78
C16H37Al2CaCl3IInKO14S2 wB97M-V/def2-TZVPD
C -1.3308 -0.1321 3.7649
C -0.0255 -0.7549 3.3147
O 0.5217 0.0400 2.2549
C -0.2747 -2.2092 2.7992
O -0.2212 -2.3109 1.4023
In 1.5254 -3.1748 0.6509
C 3.4478 -2.0538 1.1831
C 3.4942 -1.4693 2.5825
C 3.4192 -2.4514 3.7641
S 3.8972 -4.1267 3.3349
C 1.3270 -2.9474 -1.6101
C 0.6955 -1.5727 -1.8569
C 1.7754 -0.5214 -2.1235
I -0.8133 -1.6364 -3.4444
H -2.0682 -0.3109 2.9791
H -1.7066 -0.6472 4.6468
H -1.2096 0.9292 3.9572
H 0.7422 -0.7081 4.0883
H -0.2151 0.4169 1.7641
H 0.3760 -2.9326 3.3079
H -1.2968 -2.4718 3.0854
H 1.5702 -4.8497 1.0454
H 3.5585 -1.2275 0.4804
H 4.2746 -2.7349 0.9871
H 4.4628 -0.9775 2.6684
H 2.7585 -0.6708 2.6974
H 2.4406 -2.4441 4.2520
H 4.1569 -2.0881 4.5173
H 3.2470 -4.7685 4.3042
H 2.3071 -2.9599 -2.0744
H 0.7032 -3.7367 -2.0306
H 0.1760 -1.2119 -0.9615
H 1.3684 0.3299 -2.6611
H 2.6115 -0.9612 -2.6557
H 2.0973 -0.1328 -1.1578
Al 2.9726 -0.8031 5.6175
O -0.9365 2.3667 -2.8993
S -1.1504 2.4271 -4.3429
O -2.4932 1.9757 -4.6845
O -0.2112 1.5153 -5.0121
O -0.9089 3.7845 -4.8240
C -5.1679 5.0519 -2.8321
C -5.1652 6.0233 -4.0039
C -5.9105 5.4005 -5.1794
O -3.8209 6.2905 -4.3738
H -4.6658 4.1246 -3.1127
H -4.6574 5.4774 -1.9681
H -6.1913 4.8162 -2.5322
H -5.7599 6.8986 -3.6834
H -5.4229 4.4776 -5.4944
H -5.9452 6.0798 -6.0375
H -6.9432 5.1686 -4.9163
Ca -3.2431 8.0156 -5.2591
O 1.6471 2.0126 8.8218
Cl 2.8072 1.1824 8.7208
O 2.3999 -0.1427 8.2373
O 3.4537 1.0509 9.9774
O 3.7159 1.7234 7.7261
K -1.5866 -2.4712 -0.7533
C 3.6394 -4.6262 -4.3111
Cl 4.3845 -3.7497 -2.9540
Cl 2.9273 -6.1491 -3.7903
H 2.8595 -4.0028 -4.7318
H 4.4095 -4.8242 -5.0458
C -8.4335 -0.1060 -1.0812
O -7.0911 -0.4251 -0.9036
H -9.0205 -0.8753 -0.5661
H -8.6837 0.8992 -0.6227
H -8.7366 -0.0745 -2.1298
H -6.5134 0.1988 -1.3547
C 6.5850 0.0811 0.6644
C 6.3990 -0.2246 -0.9487
O 5.4295 0.3759 -1.3896
O 7.2572 -0.9683 -1.3622
H 5.8024 0.7515 1.0019
H 6.5256 -0.8650 1.1966
H 7.5528 0.5490 0.8218
Al -9.9015 1.0681 1.0588
```

Summary:
Highest occupied orbital energy (eV): -12.910
Calculated total energy (a.u.): -6110.63269
Net charge: +3
Orbital gap (eV): 1.11
2S+1: 1

Record 3
Below is C16H37F3N8O8S2Si2V as an isolated structure in a non-equilibrium geometry, with properties calculated with wB97M-V/def2-TZVPD.

Structure (XYZ):
```
77
C16H37F3N8O8S2Si2V wB97M-V/def2-TZVPD
V -0.2605 0.0497 -0.0809
C 2.5755 -4.1650 1.1989
N 1.9307 -3.4622 0.0945
C 1.0929 -4.3181 -0.7533
C 1.6686 -2.1456 0.1913
N 0.9810 -1.4497 -0.6533
N 2.3537 -1.4635 1.2150
C 1.9180 -0.2404 1.7114
N 2.2591 0.0177 3.0000
N 1.3546 0.6405 0.9436
H 1.9771 -4.0895 2.1112
H 3.5918 -3.8025 1.3633
H 2.6542 -5.2135 0.9258
H 0.5923 -5.0533 -0.1243
H 1.7100 -4.8257 -1.4955
H 0.3010 -3.7707 -1.2507
H 0.5248 -2.0272 -1.3465
H 2.6454 -2.0767 1.9585
H 2.2296 -0.7831 3.6158
H 1.7395 0.7995 3.3841
H 1.1546 1.4988 1.4651
F -0.2692 -0.6698 4.2629
C -1.2064 -1.6577 4.0849
F -2.3507 -1.1528 4.5799
F -0.8336 -2.6546 4.8948
S -1.3323 -2.2077 2.3236
O -2.4336 -3.1183 2.5300
O 0.0555 -2.6853 2.2456
O -1.5673 -0.8044 1.7943
C -4.6152 0.7754 2.7426
N -3.4150 1.4836 2.3348
C -2.3648 1.8381 3.2699
C -1.1776 1.9974 2.3486
O -0.0597 2.3051 2.7364
N -1.5610 1.7224 1.0510
C -2.8589 1.3709 1.1240
N -3.5840 1.0430 0.0329
H -4.3778 -0.2516 3.0287
H -5.3310 0.7640 1.9233
H -5.0654 1.2941 3.5870
H -2.1637 1.0477 3.9944
H -2.5830 2.7709 3.7922
H -2.9779 0.9169 -0.7720
H -4.1030 0.1694 0.1357
C 0.2481 -1.2557 -3.6410
Si 1.0624 0.3717 -3.1476
C 2.8658 0.0405 -2.7209
C 1.1525 1.2651 -4.8061
C 0.1896 1.3164 -1.8182
Si 0.8451 3.0187 -1.5260
C 0.6632 4.1404 -3.0310
C -0.0360 4.0140 -0.2044
C 2.6701 3.0412 -1.0971
H 0.9197 -2.1050 -3.4670
H 0.0154 -1.2380 -4.7090
H -0.6880 -1.4603 -3.1174
H 3.1960 -0.9039 -3.1669
H 3.0172 -0.0207 -1.6405
H 3.5116 0.8341 -3.1075
H 1.5402 0.5705 -5.5615
H 1.8115 2.1335 -4.7859
H 0.1627 1.6019 -5.1366
H -0.8441 1.4606 -2.1880
H -0.3236 4.0220 -3.4933
H 1.4088 3.9421 -3.7998
H 0.7690 5.1882 -2.7279
H -1.1208 3.9033 -0.2899
H 0.2201 5.0712 -0.3313
H 0.2374 3.7134 0.8116
H 3.2817 2.8091 -1.9725
H 2.9063 2.3034 -0.3256
H 2.9627 4.0308 -0.7303
O -3.6730 -1.8379 -0.2184
S -2.3556 -2.0901 -0.7600
O -2.3024 -2.8511 -1.9895
O -1.4295 -2.7585 0.2400
O -1.7025 -0.6870 -1.0595
```

Summary:
Highest occupied orbital energy (alpha / beta) (eV): -5.650 / -5.662
Calculated total energy (a.u.): -4291.13925
Net charge: -1
Orbital gap (alpha / beta) (eV): 8.05 / 8.06
<S²>: 2.017
2S+1: 3

Record 4
Below is C16H37HgINOSSb as an isolated structure, with properties calculated with wB97M-V/def2-TZVPD.

Structure (XYZ):
```
59
C16H37HgINOSSb wB97M-V/def2-TZVPD
Hg -2.3449 -0.0568 -0.3894
N -1.0648 1.4437 -4.9863
C -1.0438 1.6970 -3.6675
O -1.0313 0.8102 -2.8209
C -1.0526 3.1485 -3.2442
I 0.6209 4.2360 -3.9801
H -1.0753 0.4883 -5.2995
H -1.0647 2.1814 -5.6688
H -1.0081 3.1878 -2.1625
H -1.9423 3.6623 -3.6006
C 1.8467 2.9179 -0.1738
C 1.4540 2.3592 1.1917
C 0.4498 3.2863 1.8732
C 2.6866 2.1652 2.0676
Sb 0.3967 0.4674 0.8153
C -0.2140 -0.4395 2.7212
C 0.9382 -0.4397 3.7266
C -1.3795 0.4052 3.2371
C -0.6942 -1.8663 2.4662
C 1.7022 -0.8929 -0.3286
C 1.0319 -2.2584 -0.4028
C 1.8333 -0.3188 -1.7372
C 3.0685 -0.9921 0.3474
H 2.2150 3.9402 -0.0386
H 1.0089 2.9608 -0.8737
H 2.6500 2.3440 -0.6341
H 0.8949 4.2829 1.9587
H 0.2060 2.9539 2.8816
H -0.4785 3.3874 1.3068
H 3.1797 3.1385 2.1715
H 3.4131 1.4814 1.6341
H 2.4403 1.8200 3.0690
H 1.1467 0.5607 4.1041
H 1.8600 -0.8589 3.3221
H 0.6529 -1.0556 4.5860
H -1.1161 1.4518 3.3806
H -1.6973 0.0098 4.2075
H -2.2402 0.3593 2.5663
H 0.1345 -2.5594 2.3373
H -1.3556 -1.9503 1.5995
H -1.2629 -2.1963 3.3419
H -0.0033 -2.2024 -0.7426
H 1.0600 -2.7910 0.5448
H 1.5766 -2.8662 -1.1335
H 0.8733 -0.2860 -2.2507
H 2.5029 -0.9721 -2.3079
H 2.2633 0.6811 -1.7529
H 3.0069 -1.2649 1.4021
H 3.6367 -0.0670 0.2563
H 3.6461 -1.7759 -0.1551
C -3.6571 -4.3347 -0.3979
S -2.5926 -3.2095 -1.3153
C -3.4941 -3.1383 -2.8714
H -4.6662 -3.9341 -0.3155
H -3.2353 -4.4513 0.5984
H -3.6842 -5.3073 -0.8864
H -3.4845 -4.1109 -3.3604
H -2.9910 -2.4135 -3.5091
H -4.5221 -2.8179 -2.7076
```

Summary:
Highest occupied orbital energy (alpha / beta) (eV): -10.122 / -11.108
Calculated total energy (a.u.): -1851.14273
Net charge: +1
Orbital gap (alpha / beta) (eV): 7.85 / 6.32
<S²>: 0.763
2S+1: 2

Record 5
Below is a 3-piece molecular cluster, C16H37O5P overall in a non-equilibrium geometry, with properties calculated with wB97M-V/def2-TZVPD.

Structure (XYZ):
```
59
C16H37O5P wB97M-V/def2-TZVPD
C -4.0130 1.0543 -3.5111
C -3.2211 0.8632 -2.2250
P -1.3990 0.7649 -2.5672
O -1.0593 -0.7294 -3.1992
C -0.6532 0.8937 -0.8738
C -1.3944 0.1711 0.2722
C -1.4936 -1.3351 0.0532
C -1.9182 -2.1376 1.3033
O -1.7509 -1.4081 2.5137
C -0.4842 -1.3002 2.9061
C -0.2981 -0.2265 3.9259
O 0.4056 -1.9354 2.4795
H -5.0469 1.2491 -3.2646
H -3.9235 0.1542 -4.1078
H -3.5862 1.8538 -4.1046
H -3.5730 -0.0163 -1.6808
H -3.3258 1.7079 -1.5477
H -1.3703 -1.4601 -2.6422
H 0.3828 0.5665 -0.9227
H -0.6342 1.9421 -0.5878
H -2.4050 0.5537 0.3737
H -0.8663 0.4421 1.1862
H -2.2667 -1.4993 -0.6951
H -0.5927 -1.7643 -0.3638
H -1.4016 -3.0897 1.3023
H -2.9682 -2.3855 1.2254
H 0.7133 0.1531 3.8972
H -0.5025 -0.6017 4.9231
H -0.9818 0.5798 3.6924
C 3.6477 -4.9536 -2.6619
C 2.8053 -3.7225 -2.9517
O 1.5130 -3.7634 -2.3772
C 1.4552 -3.8622 -0.9667
C 2.1196 -2.7108 -0.2316
H 3.1314 -5.8560 -2.9932
H 4.6042 -4.8864 -3.1818
H 3.8559 -5.0646 -1.5965
H 2.6492 -3.6400 -4.0275
H 3.3313 -2.8122 -2.6429
H 1.8668 -4.8220 -0.6339
H 0.3923 -3.8813 -0.7174
H 3.1930 -2.6701 -0.4252
H 1.9767 -2.8213 0.8419
H 1.6937 -1.7558 -0.5450
C 1.2288 5.7765 0.8147
C -0.0310 4.9577 1.0375
O 0.1769 3.5574 0.9803
C 1.0791 3.0174 1.9290
C 0.6663 3.2431 3.3748
H 1.6893 5.5162 -0.1395
H 0.9903 6.8406 0.8099
H 1.9705 5.6061 1.5966
H -0.7491 5.1839 0.2488
H -0.5102 5.2337 1.9836
H 2.0920 3.3945 1.7503
H 1.1103 1.9441 1.7298
H 0.6468 4.3014 3.6382
H 1.3664 2.7466 4.0479
H -0.3333 2.8425 3.5478
```

Summary:
Structure (SMILES): CCP(O)CCCCOC(C)=O.CCOCC.CCOCC
Highest occupied orbital energy (eV): -7.940
Calculated total energy (a.u.): -1349.36145
Orbital gap (eV): 8.68
2S+1: 1

Record 6
Below is C16H38As3FeN2O4 as an isolated structure, with properties calculated with wB97M-V/def2-TZVPD.

Structure (XYZ):
```
64
C16H38As3FeN2O4 wB97M-V/def2-TZVPD
Fe -0.1833 0.1634 0.0266
C -0.5785 2.5809 -3.4630
As -0.8546 1.9281 -1.6588
C -0.4303 3.5757 -0.7083
C -2.8019 2.0332 -1.4427
C -3.6960 0.8806 -1.9543
C -3.2398 0.4437 -3.3504
C -3.7189 -0.3098 -0.9843
As -2.1126 -1.3909 -0.6933
C -2.1468 -2.5895 -2.2273
C -2.8859 -2.6249 0.5914
C -5.1185 1.4872 -2.0197
As -6.8308 0.5342 -2.3847
C -6.3599 -1.0475 -3.4509
C -7.1214 -0.3904 -0.6773
H -1.2198 3.4478 -3.6057
H -0.8076 1.8226 -4.2068
H 0.4642 2.8763 -3.5690
H -1.0733 4.3781 -1.0650
H 0.6093 3.8492 -0.8885
H -0.5946 3.4272 0.3591
H -3.0855 2.9615 -1.9426
H -2.9563 2.1768 -0.3707
H -2.2070 0.0867 -3.3354
H -3.2960 1.2784 -4.0527
H -3.8582 -0.3622 -3.7372
H -4.4594 -1.0274 -1.3272
H -4.0172 0.0198 0.0152
H -3.1729 -2.9224 -2.3731
H -1.5203 -3.4527 -2.0073
H -1.7833 -2.1150 -3.1352
H -3.8135 -3.0103 0.1715
H -3.0862 -2.1072 1.5282
H -2.2062 -3.4578 0.7681
H -5.1061 2.2857 -2.7644
H -5.3367 1.9752 -1.0637
H -6.0129 -0.7542 -4.4409
H -7.2857 -1.6102 -3.5753
H -5.6235 -1.6992 -2.9790
H -7.0555 0.3259 0.1427
H -6.4279 -1.2091 -0.4929
H -8.1346 -0.7915 -0.6919
N 0.7620 -1.4743 1.2603
C 0.2247 -1.6152 2.6473
C -0.1779 -0.2723 3.2426
C -1.3686 0.2616 2.4685
O -2.4902 -0.1261 2.7012
O -1.0508 1.0707 1.4624
H 0.7399 -2.3819 0.8097
H 1.7428 -1.2130 1.2817
H 0.9565 -2.0983 3.2937
H -0.6540 -2.2587 2.6051
H 0.6563 0.4309 3.1801
H -0.4568 -0.4078 4.2865
N 3.3557 3.1031 1.3922
C 4.0363 1.8984 0.9262
C 3.0159 0.8845 0.4411
O 3.2548 -0.2490 0.1323
O 1.7631 1.3901 0.3841
H 3.4509 3.2376 2.3890
H 1.8419 2.2927 0.7894
H 3.6927 3.9375 0.9348
H 4.6405 1.4200 1.6934
H 4.6997 2.1072 0.0887
```

Summary:
Highest occupied orbital energy (alpha / beta) (eV): -10.550 / -10.548
Calculated total energy (a.u.): -9013.79272
Net charge: +1
Orbital gap (alpha / beta) (eV): 8.32 / 7.61
<S²>: 6.012
2S+1: 5

Record 7
Below is C16H38BBrCaLi2N5O16PS as an isolated structure in a non-equilibrium geometry, with properties calculated with wB97M-V/def2-TZVPD.

Structure (XYZ):
```
82
C16H38BBrCaLi2N5O16PS wB97M-V/def2-TZVPD
C 1.1429 -2.0871 -0.1436
C 1.4435 -1.2765 -1.5610
N 2.7394 -1.2652 -2.0818
C 0.1931 -0.4705 -2.3262
O -0.2263 0.7010 -1.5435
S -1.5581 1.5097 -2.2321
O -1.7973 0.7627 -3.6032
O -2.9914 1.3509 -1.3396
B -3.0585 0.1399 -0.5174
O -2.1505 -0.2712 0.5701
N -4.2729 -0.7936 -0.7464
C -4.1671 -1.5312 -2.0584
C -5.5777 -0.0454 -0.5883
H 0.9529 -3.2362 -0.2952
H 0.2688 -1.5492 0.4575
H 2.1343 -1.9797 0.5041
H 3.3045 -1.8478 -1.3972
H 0.6279 -0.1768 -3.3854
H -0.6842 -1.2444 -2.3695
H -2.4898 -1.0900 1.0458
H -5.2204 -1.4156 -2.6080
H -4.0624 -2.7010 -1.8467
H -3.2919 -1.1967 -2.7577
H -5.6167 0.3598 0.5216
H -5.6868 0.8242 -1.3807
H -6.4880 -0.7814 -0.7931
C 4.6630 -4.9173 -1.8863
O 3.8391 -4.6252 -1.0340
N 5.8647 -5.4426 -1.5866
N 4.4431 -4.7400 -3.2015
H 6.5562 -5.6895 -2.2743
H 6.0705 -5.5922 -0.6075
H 3.5504 -4.3468 -3.4703
H 5.1091 -4.9743 -3.9182
O 6.2148 -5.5839 -5.6313
P 7.7121 -5.5527 -5.2828
O 8.5392 -5.5173 -6.5783
O 8.0762 -6.8098 -4.4757
O 8.0178 -4.3001 -4.4451
Li -0.0880 -4.3528 0.1174
Li 3.2120 0.7172 -1.6076
C 6.4006 1.9208 2.5807
C 5.0466 1.9320 1.9277
O 4.8206 1.3294 0.8812
N 4.0490 2.6404 2.5328
C 4.1135 3.4071 3.7540
H 7.0886 1.3162 1.9834
H 6.7963 2.9385 2.6394
H 6.3311 1.4807 3.5792
H 3.1682 2.6001 2.0342
H 3.3821 2.9937 4.4521
H 3.8434 4.4393 3.5201
H 5.1042 3.3843 4.2089
Ca 4.1120 -6.0323 -5.1230
O -1.2991 3.2071 -5.6362
H -1.4843 2.3732 -5.1790
H -1.0805 3.8229 -4.9205
O -1.8702 -2.3330 3.5345
C -2.5218 -1.6093 4.2693
O -2.3009 -1.4739 5.6099
C -3.3124 -0.6372 6.1690
C -3.8449 0.1694 5.0136
C -3.6993 -0.7811 3.8523
H -4.0809 -1.2728 6.6214
H -2.8772 -0.0005 6.9447
H -4.8696 0.5179 5.1679
H -3.2094 1.0483 4.8506
H -4.5729 -1.4302 3.7456
H -3.4963 -0.2481 2.9206
C -2.8239 3.5372 1.2247
O -3.2827 4.8740 1.4163
C -4.5933 5.0624 1.1193
O -5.3680 4.2076 0.7191
O -4.8926 6.3665 1.3448
C -6.2490 6.7129 1.0726
H -1.7642 3.5019 1.4921
H -3.3667 2.8456 1.8771
H -2.9243 3.2412 0.1755
H -6.9288 6.1483 1.7188
H -6.4864 6.5439 0.0173
H -6.3757 7.7776 1.2872
Br 0.0712 4.5163 -7.0410
```

Summary:
Highest occupied orbital energy (eV): -4.662
Calculated total energy (a.u.): -6140.91366
Orbital gap (eV): 1.43
2S+1: 1